This record from the OMol25 dataset describes a structure of composition C3H3BrO2 in a non-equilibrium geometry. The level of theory is ωB97M-V/def2-TZVPD.

Properties
- Calculated total energy: -2840.3976 hartree
- Kohn-Sham gap: 10.3 eV
- Energy relative to the best compared isomer or geometry (same formula, charge and spin): 493.0 kJ/mol
- 2S+1: 1

```
9
Properties=species:S:1:pos:R:3:forces:R:3:nbo_charge:R:1
C -1.99168 -1.62665 0.39788 -4.9 -2.7 4.5 -0.3306
C -1.08830 -1.02964 -0.09754 5.0 -1.9 -4.2 -0.2439
C 0.97358 1.34054 -0.34705 -3.9 1.1 -0.1 0.7042
O 1.98363 1.55777 0.46794 1.0 0.2 0.2 -0.7001
O -0.20509 1.14655 -0.12529 3.3 0.6 0.4 -0.4965
Br 1.39773 1.96908 -2.08409 0.5 -0.1 -0.8 -0.0203
H -2.63469 -1.89542 1.26991 0.5 0.0 -1.5 0.2542
H 2.30085 0.87189 1.05166 -0.5 -0.6 0.4 0.5198
H -0.73602 -2.33412 -0.53343 -1.0 3.4 1.2 0.3132
```
Forces are in eV/Å.

=====

This record from the OMol25 dataset describes a structure of composition C13H13BrCl2N6Pd in a non-equilibrium geometry. The level of theory is ωB97M-V/def2-TZVPD.

Properties
- Calculated total energy: -4452.9685 hartree
- Kohn-Sham gap (alpha / beta): 5.2 / 5.2 eV
- Energy relative to the best compared isomer or geometry (same formula, charge and spin): 2341.9 kJ/mol
- 2S+1: 1

```
36
Properties=species:S:1:pos:R:3:forces:R:3:nbo_charge:R:1
Pd -0.40454 0.55092 0.88913 0.0 0.5 1.0 0.1795
C 0.97118 -5.14456 -1.05577 0.1 0.1 0.0 -0.6320
C 1.24077 -3.87118 -0.30443 0.0 0.0 -0.1 -0.0420
C 2.10742 -3.83652 0.78112 0.0 0.0 0.0 -0.1567
C 2.26577 -2.66938 1.50935 0.1 0.1 0.1 -0.2638
C 1.52737 -1.57395 1.10887 -0.1 0.2 -0.1 0.1654
Br 1.51917 0.05021 2.19342 1.0 -0.9 0.0 0.1162
N 0.74674 -1.54502 0.03808 0.5 0.0 0.6 -0.4668
C 0.62529 -2.67583 -0.65617 0.0 0.0 0.0 0.0421
H 1.90022 -5.59476 -1.40659 0.0 0.0 0.0 0.2251
H 0.32520 -4.96548 -1.91349 0.0 0.0 0.0 0.2226
H 0.47848 -5.86598 -0.40264 0.0 0.0 0.0 0.2281
H 2.65230 -4.72924 1.06466 0.0 0.0 0.0 0.2224
H 2.92408 -2.60703 2.36340 0.0 -0.1 0.0 0.2376
H -0.00909 -2.61968 -1.53470 0.0 0.0 0.0 0.2000
N -0.19655 2.71807 -1.47612 -0.6 -1.5 0.8 -0.3561
C -0.27750 1.30029 -2.09776 0.9 7.5 2.8 0.1032
N -1.32367 0.95980 -1.43266 2.2 -7.0 -6.5 -0.8686
C -1.93054 2.24021 0.22750 4.2 7.9 5.1 -0.3812
N -0.83566 3.12291 -0.20156 1.0 -2.4 -4.7 -0.3080
C -3.66095 1.23605 -1.08437 -1.6 3.0 -4.4 -0.4683
C -4.91862 1.01109 -1.26808 -0.1 -3.3 3.9 -0.1108
N -5.25687 -0.02478 -0.09775 0.3 -0.3 -0.1 -0.3946
C -4.63769 -0.65873 0.84090 -0.5 0.2 -1.1 0.0694
C -2.96538 -0.93256 1.21802 -4.1 -0.2 -0.8 -0.2293
N -2.54311 0.00885 0.40672 2.3 -3.3 4.2 -0.7291
H 0.45193 3.41097 -1.81282 0.2 0.1 0.3 0.3968
H -0.01380 1.05950 -3.11580 0.1 0.1 0.0 0.2229
H -5.73995 1.50638 -1.74785 -0.1 0.0 0.2 0.2347
H -5.31917 -1.18471 1.50525 0.2 0.0 0.2 0.1996
H -2.64467 -1.94480 0.95197 -0.1 0.0 -0.1 0.1746
Cl -4.06441 3.57026 1.31176 0.0 0.1 0.2 -0.1017
C -2.45256 2.75033 1.53382 -1.1 -0.6 -0.5 -0.3693
Cl -2.31717 1.01683 -0.51063 -4.7 0.0 -1.2 2.1482
H -2.64404 1.94388 2.23829 0.0 0.1 0.1 0.2371
H -1.78417 3.49888 1.93722 0.2 -0.1 0.0 0.2530
```
Forces are in eV/Å.

=====

This record from the OMol25 dataset describes an isolated molecule of C7H11N3O in a non-equilibrium geometry. The level of theory is ωB97M-V/def2-TZVPD.

Properties
- Structure (SMILES): Cn1c(N)c(C2CC2)[nH]c1=O
- Calculated total energy: -512.7359 hartree
- Kohn-Sham gap (alpha / beta): 6.8 / 6.8 eV
- Energy relative to the best compared isomer or geometry (same formula, charge and spin): 320.0 kJ/mol
- 2S+1: 1

```
22
Properties=species:S:1:pos:R:3:forces:R:3:nbo_charge:R:1
C 0.58408 0.61243 -0.15634 -1.3 -4.5 -2.2 0.0251
C -0.21393 -0.94264 -0.82207 2.7 4.4 2.0 0.3996
C -1.57240 0.92109 -1.04257 -0.1 0.4 0.2 0.7440
C 1.66485 1.83948 1.83399 0.1 0.0 -0.1 -0.4069
C 0.67458 0.90014 2.44691 0.0 -0.1 0.1 -0.4306
C 1.31004 0.56402 1.11228 0.0 0.1 0.4 -0.3037
C -2.17249 -1.09851 -2.30999 -0.3 -0.1 -0.3 -0.4325
N -0.55470 1.39383 -0.28675 -0.3 0.2 0.1 -0.6224
N -1.29616 -0.40791 -1.39732 0.0 -0.3 0.1 -0.4317
N 0.34135 -2.10698 -1.19861 -0.3 -0.2 -0.4 -0.8080
O -2.57946 1.51594 -1.38429 -0.3 0.1 -0.2 -0.6677
H 1.31013 2.77685 1.43094 -0.1 0.1 -0.1 0.2025
H 2.65071 1.91256 2.26929 0.0 0.0 0.0 0.2184
H 0.97450 0.32396 3.30885 0.1 0.0 0.1 0.2138
H -0.36822 1.18792 2.45613 0.0 0.0 -0.1 0.2099
H 2.07212 -0.20884 1.12411 0.0 0.1 0.1 0.2207
H -3.05171 -0.46714 -2.44819 0.1 -0.1 0.0 0.2623
H -1.68325 -1.25075 -3.27670 -0.1 0.0 0.0 0.1956
H -2.46803 -2.06353 -1.89412 0.0 0.1 0.0 0.2087
H -0.65542 2.28964 0.16811 -0.2 -0.1 -0.1 0.4177
H 1.22149 -2.34014 -0.76991 -0.1 0.0 0.0 0.4051
H 0.24575 -2.41000 -2.16300 0.1 0.0 0.2 0.3800
```
Forces are in eV/Å.

=====

This record from the OMol25 dataset describes an isolated molecule of C10H13N in a non-equilibrium geometry. The level of theory is ωB97M-V/def2-TZVPD.

Properties
- Structure (SMILES): [H]/N=C/C(C)(C)c1ccccc1
- Calculated total energy: -443.4951 hartree
- Kohn-Sham gap: 9.8 eV
- Energy relative to the best compared isomer or geometry (same formula, charge and spin): 285.2 kJ/mol
- 2S+1: 1

```
24
Properties=species:S:1:pos:R:3:forces:R:3:nbo_charge:R:1
C -1.82798 -0.75010 2.59926 2.4 -0.9 -1.5 -0.2416
C -1.93648 -1.51364 1.43491 -2.3 -0.7 -0.6 -0.1906
C -0.76633 0.13632 2.57857 -2.4 1.8 4.7 -0.1719
C -1.14795 -1.33123 0.28691 0.0 1.0 0.6 -0.2262
C -0.11245 0.44657 1.47842 3.4 1.7 -0.1 -0.2626
C -0.20373 -0.26605 0.35328 -1.5 -3.0 -3.4 0.0032
C 0.49107 1.80904 -0.98569 2.2 -4.8 -2.5 0.2030
C 1.99807 -0.19933 -0.70297 3.5 1.2 -1.5 -0.6307
C 0.02820 -0.57778 -2.16694 -1.0 3.4 -0.8 -0.6266
C 0.57861 0.02229 -0.89810 -0.8 4.4 0.7 -0.1043
N 1.25078 2.44607 -1.72255 1.1 -2.6 -0.8 -0.6346
H -2.21244 -1.12462 3.50473 -1.1 0.1 0.9 0.2181
H -2.86854 -2.14194 1.42825 1.4 0.0 -0.3 0.2085
H -0.58036 0.85323 3.44921 -0.2 -1.5 -0.9 0.2046
H -1.26034 -1.89012 -0.67550 -0.2 0.4 1.4 0.2262
H 0.70017 1.15624 1.65254 -0.2 0.2 -0.7 0.2135
H -0.21533 2.14917 -0.38601 -3.5 1.9 2.8 0.1357
H 2.33245 -0.93194 -1.39842 0.4 -1.1 -0.4 0.2104
H 2.73076 0.65507 -0.97153 -1.5 -0.9 0.4 0.2323
H 2.24990 -0.49268 0.26541 0.4 -0.6 1.6 0.2147
H -1.07283 -0.24858 -2.10878 1.4 -1.0 -0.8 0.2151
H 0.53726 0.03678 -3.02202 -0.9 -1.6 1.2 0.2390
H 0.16972 -1.64470 -2.22535 0.0 -0.3 -0.3 0.2168
H 1.13775 3.40192 -1.76763 -0.5 2.6 0.2 0.3478
```
Forces are in eV/Å.

=====

This record from the OMol25 dataset describes a structure of composition C34H32N3O2PS2Ti. The level of theory is ωB97M-V/def2-TZVPD.

Properties
- Net charge: +2
- Calculated total energy: -3616.4111 hartree
- Kohn-Sham gap: 6.7 eV
- Energy relative to the best compared isomer or geometry (same formula, charge and spin): 0.0 kJ/mol
- 2S+1: 1

```
75
Properties=species:S:1:pos:R:3:forces:R:3:nbo_charge:R:1
Ti 0.17673 -0.68747 0.19987 0.1 0.2 0.5 1.5716
O -3.65311 -1.76924 -0.42350 -0.3 -0.1 -0.3 -0.4607
C -2.60149 -1.55192 0.08942 0.5 0.0 -0.2 0.6657
N -1.33021 -1.60862 -0.51761 -0.4 -0.3 -0.6 -0.8202
C -1.12926 -2.32956 -1.72785 0.3 0.0 0.6 0.6724
O -1.89860 -2.49565 -2.61363 -0.5 0.0 -0.3 -0.4457
C 0.22375 -2.96767 -1.67588 -0.2 0.1 0.3 0.1208
C 0.62613 -3.83998 -2.65057 0.1 -0.3 -0.1 -0.1852
C 1.81393 -4.53026 -2.45433 0.0 -0.1 -0.1 -0.0930
C 2.51898 -4.32613 -1.27792 0.1 -0.1 -0.1 -0.2157
C 2.05981 -3.39509 -0.37015 -0.2 0.2 0.0 0.0691
N 0.93148 -2.69365 -0.56392 0.3 0.1 -0.3 -0.5377
C -2.44322 -1.30019 1.54400 0.4 0.1 0.0 0.1167
C -3.54181 -1.31301 2.35566 -0.4 0.0 0.2 -0.1807
C -3.35556 -1.19181 3.72361 -0.1 0.0 0.2 -0.0937
C -2.06196 -1.09601 4.20158 -0.1 0.0 0.2 -0.2169
C -1.01060 -1.06896 3.30660 -0.1 -0.1 -0.3 0.0744
N -1.17195 -1.14946 1.97831 -0.3 0.2 0.1 -0.5413
H -0.00582 -3.98619 -3.51564 0.0 0.0 0.0 0.2717
H 2.17047 -5.23643 -3.19489 0.0 0.0 0.1 0.2544
H 3.42361 -4.87738 -1.06097 0.0 0.0 0.0 0.2544
H 2.59366 -3.22035 0.54843 0.0 0.0 0.1 0.2095
H -4.51698 -1.44620 1.90629 0.0 0.0 0.0 0.2726
H -4.20066 -1.20548 4.40257 0.1 0.0 -0.1 0.2542
H -1.85432 -1.04956 5.26438 0.0 0.0 -0.1 0.2520
H -0.01131 -1.02837 3.66594 0.4 0.1 0.1 0.2193
C 1.47830 0.52167 5.44517 0.0 0.0 -0.1 -0.6177
C 2.15389 -0.51405 4.54287 0.0 0.1 0.0 -0.2697
C 3.65085 -0.59556 4.89913 0.0 0.0 0.0 -0.5911
C 2.03798 -0.21813 3.05503 0.0 0.0 0.1 0.0278
C 2.57155 -1.10517 2.12163 0.1 -0.1 0.0 -0.1647
C 2.88785 -0.68431 0.82744 -0.1 0.2 0.1 -0.2853
C 2.63200 0.63075 0.41864 0.3 0.0 -0.1 -0.0066
C 3.39966 1.22678 -0.72770 -0.1 0.1 0.1 -0.6386
C 1.81835 1.40061 1.25199 0.3 0.0 0.2 -0.2275
C 1.54417 0.98640 2.55508 -0.1 0.2 0.0 -0.1904
H 1.55708 0.20324 6.48514 0.0 0.0 -0.1 0.2452
H 0.41843 0.67236 5.22505 0.0 0.0 0.0 0.2024
H 1.97813 1.49308 5.36793 -0.1 -0.1 0.0 0.2235
H 1.72196 -1.50156 4.73315 0.0 -0.1 0.0 0.2172
H 4.13951 0.36717 4.70960 -0.1 -0.1 0.0 0.2190
H 4.17354 -1.36483 4.32511 -0.1 0.1 0.1 0.2120
H 3.76469 -0.83143 5.96027 0.0 0.0 -0.1 0.2397
H 2.88527 -2.09012 2.45426 0.0 0.0 0.0 0.2349
H 3.50527 -1.30433 0.19557 0.0 -0.1 -0.1 0.2514
H 3.34689 0.63354 -1.63583 0.0 -0.1 0.0 0.2398
H 4.45055 1.27864 -0.43267 0.0 0.0 0.0 0.2548
H 3.06611 2.23880 -0.95520 0.0 -0.1 0.0 0.2320
H 1.54097 2.39829 0.95081 -0.1 0.1 0.0 0.2544
H 1.00703 1.66309 3.21045 0.0 0.0 0.0 0.2550
S -1.25218 1.33542 0.12628 0.1 -0.3 0.1 -0.3981
P -0.92461 1.36016 -1.88456 0.1 0.3 0.1 1.2994
S 0.73546 0.16105 -2.01760 -0.2 0.0 0.1 -0.4132
C -0.64996 3.05400 -2.36593 0.1 0.1 0.0 -0.3845
C 0.44080 3.74348 -1.82718 0.0 -0.1 -0.1 -0.1868
C 0.61730 5.08282 -2.10981 0.1 0.0 0.0 -0.2013
C -0.30213 5.74345 -2.91941 0.0 0.0 0.0 -0.1496
C -1.38867 5.06568 -3.45191 0.0 0.0 0.0 -0.1834
C -1.57239 3.71476 -3.18024 0.2 0.0 0.0 -0.1845
C -2.22374 0.70305 -2.89484 0.0 0.0 0.0 -0.5063
C -1.89376 0.34438 -4.20389 -0.2 -0.1 -0.1 -0.1187
C -2.89704 -0.09032 -5.05297 0.0 0.0 0.0 -0.2083
C -4.21131 -0.16856 -4.59513 0.0 0.0 -0.1 -0.1488
C -4.52991 0.19559 -3.29681 -0.1 0.0 0.1 -0.1888
C -3.53348 0.64182 -2.43938 -0.1 0.0 0.0 -0.1578
H 1.15692 3.22074 -1.20396 -0.1 0.0 0.0 0.2068
H 1.47232 5.61608 -1.70940 -0.1 0.0 0.0 0.2345
H -0.16533 6.79552 -3.13642 0.0 0.0 0.0 0.2397
H -2.09571 5.58415 -4.08991 0.1 0.0 0.1 0.2402
H -2.41307 3.18827 -3.60944 0.0 0.0 0.0 0.2386
H -0.86923 0.39732 -4.55522 0.0 0.0 0.0 0.2198
H -2.65705 -0.37245 -6.07132 0.0 0.0 0.1 0.2374
H -4.99350 -0.51807 -5.26227 0.1 0.0 0.1 0.2391
H -5.55332 0.12740 -2.94439 0.1 0.0 0.0 0.2391
H -3.77811 0.93395 -1.42701 0.0 0.0 0.0 0.2300
```
Forces are in eV/Å.

=====

This record from the OMol25 dataset describes a cluster of 2 separate species, C4H7NO in total in a non-equilibrium geometry. The level of theory is ωB97M-V/def2-TZVPD.

Properties
- Structure (SMILES): c1cc[nH]c1.O
- Calculated total energy: -286.5889 hartree
- Kohn-Sham gap: 8.6 eV
- Energy relative to the best compared isomer or geometry (same formula, charge and spin): 112.1 kJ/mol
- 2S+1: 1

```
13
Properties=species:S:1:pos:R:3:forces:R:3:nbo_charge:R:1
C -1.25680 -0.87370 1.12127 -1.5 0.2 -1.3 -0.3086
C -0.22029 -0.98164 0.22318 0.1 0.0 1.0 -0.0754
N 0.00874 0.26595 -0.28460 0.1 0.0 0.0 -0.5086
C -0.94872 1.14798 0.16214 0.7 -0.4 0.2 -0.0891
C -1.82029 0.42372 0.93679 0.6 0.2 0.8 -0.3027
H -1.79943 -1.61008 1.69178 0.4 -0.4 -0.2 0.2170
H 0.33527 -1.86178 -0.04965 0.3 0.2 -0.1 0.2121
H 0.86777 0.52724 -0.74049 -0.2 -0.1 -0.3 0.4252
H -0.70475 2.19652 0.11842 -0.6 0.1 -0.4 0.2078
H -2.74185 0.74917 1.38346 0.1 0.3 0.2 0.2160
H 3.15312 0.32125 -0.67991 0.3 -0.2 -0.1 0.4777
H 3.45168 -0.53071 -1.95090 0.1 0.1 0.2 0.4860
O 2.78329 -0.00040 -1.50773 -0.3 0.1 0.0 -0.9573
```
Forces are in eV/Å.